Here is a structure of composition C41H62F9HfN12O2S2 from the Open Molecules 2025 dataset. Energies are from ωB97M-V/def2-TZVPD.

Element x y z (Å)
Hf -0.254 -0.022 -0.118
C -3.798 -1.008 3.177
N -4.841 -1.293 2.218
C -6.197 -1.239 2.723
C -4.563 -1.488 0.892
N -3.479 -1.032 0.359
C -3.196 -1.413 -1.000
C -3.199 -0.220 -1.922
N -2.030 0.715 -1.743
C -1.418 0.925 -3.079
C -0.629 -0.264 -3.536
N 0.460 -0.569 -2.610
C 1.566 -0.985 -3.186
N 1.654 -1.215 -4.554
C 0.792 -2.123 -5.282
C 2.744 -0.646 -5.324
N 2.737 -1.181 -2.519
C 3.036 -0.551 -1.254
C 3.769 -2.069 -3.033
C -2.530 2.034 -1.281
C -2.649 2.057 0.216
N -1.332 1.972 0.873
C -0.925 3.072 1.475
N -0.143 2.990 2.583
C 0.805 4.030 2.935
C -0.448 2.021 3.619
N -1.290 4.332 1.093
C -1.185 4.810 -0.274
C -1.636 5.352 2.070
N -5.510 -2.217 0.176
C -6.120 -3.403 0.743
C -6.181 -1.629 -0.962
H -3.854 0.029 3.526
H -2.836 -1.160 2.709
H -3.905 -1.668 4.042
H -6.305 -0.363 3.366
H -6.452 -2.123 3.314
H -6.908 -1.146 1.907
H -3.882 -2.173 -1.392
H -2.198 -1.854 -1.047
H -4.114 0.357 -1.788
H -3.182 -0.564 -2.957
H -0.775 1.801 -3.034
H -2.216 1.142 -3.798
H -0.254 -0.032 -4.534
H -1.293 -1.126 -3.642
H -0.021 -2.472 -4.660
H 1.356 -2.999 -5.620
H 0.372 -1.629 -6.163
H 3.312 0.051 -4.714
H 2.337 -0.094 -6.176
H 3.423 -1.410 -5.714
H 3.381 0.478 -1.364
H 3.796 -1.129 -0.732
H 2.146 -0.569 -0.635
H 3.356 -2.730 -3.789
H 4.134 -2.684 -2.212
H 4.614 -1.523 -3.458
H -3.488 2.253 -1.761
H -1.816 2.780 -1.613
H -3.203 2.946 0.524
H -3.213 1.175 0.539
H 1.073 4.602 2.048
H 1.709 3.562 3.322
H 0.419 4.706 3.703
H 0.472 1.645 4.061
H -1.013 1.198 3.194
H -1.028 2.494 4.421
H -0.650 4.085 -0.882
H -0.607 5.737 -0.277
H -2.166 5.018 -0.711
H -1.799 4.902 3.045
H -2.565 5.835 1.761
H -0.865 6.123 2.153
H -5.534 -3.746 1.593
H -6.137 -4.203 0.000
H -7.151 -3.229 1.072
H -5.840 -0.606 -1.107
H -7.262 -1.595 -0.787
H -6.012 -2.190 -1.887
C 2.960 1.187 3.397
C 1.979 0.481 2.511
N 1.682 0.835 1.293
N 2.410 1.977 0.932
C 2.075 2.545 -0.161
S 0.929 2.001 -1.325
S 2.922 3.999 -0.686
C 4.405 3.977 0.376
C 5.408 2.939 -0.056
C 6.220 3.156 -1.165
C 7.116 2.186 -1.584
C 7.213 0.982 -0.896
C 6.415 0.761 0.216
C 5.518 1.736 0.634
C 1.376 -0.710 3.071
C 0.338 -1.064 4.127
C 0.727 -2.393 4.717
C 1.349 -3.054 3.744
C 1.333 -2.143 2.548
C 0.117 -1.253 2.613
O -0.704 -0.693 1.700
H 3.904 0.636 3.345
H 2.623 1.112 4.431
H 3.147 2.213 3.112
H 4.075 3.807 1.398
H 4.805 4.987 0.297
H 6.148 4.093 -1.706
H 7.747 2.371 -2.444
H 7.919 0.228 -1.218
H 6.500 -0.166 0.769
H 4.894 1.567 1.501
H -0.198 -0.310 4.681
H 0.513 -2.715 5.723
H 1.759 -4.051 3.760
H 1.820 -2.338 1.614
F -1.079 -3.645 1.549
C -1.057 -4.140 0.322
F -0.943 -5.464 0.410
F -2.244 -3.883 -0.238
C 0.109 -3.510 -0.523
O 0.226 -2.172 -0.353
C 1.432 -4.288 -0.147
F 1.594 -5.392 -0.864
F 2.492 -3.508 -0.355
F 1.453 -4.664 1.130
C -0.148 -3.888 -2.025
F 0.983 -3.742 -2.727
F -1.064 -3.095 -2.584
F -0.560 -5.138 -2.187

**DFT total energy**: -4150.08950 hartree
**Total charge**: +1
**HOMO**: -10.33 eV

Löwdin population analysis, charges in e, atoms 1 to 99: number 1, Hf, carries 1.75; number 2, C, carries -0.04; number 3, N, carries -0.15; number 4, C, carries -0.05; number 5, C, carries -0.38; number 6, N, carries 0.09; number 7, C, carries -0.24; number 8, C, carries -0.14; number 9, N, carries -0.20; number 10, C, carries -0.23; number 11, C, carries -0.22; number 12, N, carries -0.01; number 13, C, carries -0.38; number 14, N, carries -0.19; number 15, C, carries -0.06; number 16, C, carries -0.05; number 17, N, carries -0.11; number 18, C, carries -0.06; number 19, C, carries -0.04; number 20, C, carries -0.21; number 21, C, carries -0.20; number 22, N, carries -0.01; number 23, C, carries -0.40; number 24, N, carries -0.12; number 25, C, carries -0.04; number 26, C, carries -0.02; number 27, N, carries -0.14; number 28, C, carries -0.05; number 29, C, carries -0.05; number 30, N, carries -0.19; number 31, C, carries -0.06; number 32, C, carries -0.06; number 33, H, carries 0.09; number 34, H, carries 0.06; number 35, H, carries 0.10; number 36, H, carries 0.09; number 37, H, carries 0.09; number 38, H, carries 0.09; number 39, H, carries 0.11; number 40, H, carries 0.07; number 41, H, carries 0.11; number 42, H, carries 0.12; number 43, H, carries 0.06; number 44, H, carries 0.14; number 45, H, carries 0.13; number 46, H, carries 0.10; number 47, H, carries 0.06; number 48, H, carries 0.10; number 49, H, carries 0.10; number 50, H, carries 0.10; number 51, H, carries 0.09; number 52, H, carries 0.09; number 53, H, carries 0.08; number 54, H, carries 0.10; number 55, H, carries 0.00; number 56, H, carries 0.09; number 57, H, carries 0.09; number 58, H, carries 0.09; number 59, H, carries 0.13; number 60, H, carries 0.07; number 61, H, carries 0.13; number 62, H, carries 0.09; number 63, H, carries 0.09; number 64, H, carries 0.07; number 65, H, carries 0.09; number 66, H, carries 0.07; number 67, H, carries 0.08; number 68, H, carries 0.11; number 69, H, carries 0.03; number 70, H, carries 0.10; number 71, H, carries 0.10; number 72, H, carries 0.09; number 73, H, carries 0.10; number 74, H, carries 0.09; number 75, H, carries 0.10; number 76, H, carries 0.09; number 77, H, carries 0.08; number 78, H, carries 0.08; number 79, H, carries 0.09; number 80, H, carries 0.09; number 81, C, carries -0.01; number 82, C, carries -0.23; number 83, N, carries 0.02; number 84, N, carries -0.06; number 85, C, carries -1.08; number 86, S, carries 0.67; number 87, S, carries 0.91; number 88, C, carries -0.40; number 89, C, carries -0.30; number 90, C, carries -0.05; number 91, C, carries -0.08; number 92, C, carries -0.09; number 93, C, carries -0.08; number 94, C, carries -0.05; number 95, C, carries -0.19; number 96, C, carries -0.05; number 97, C, carries -0.02; number 98, C, carries -0.02; number 99, C, carries -0.07

***

Here is a cluster of 2 separate species, C6H14N2O2 in total from the Open Molecules 2025 dataset. Energies are from ωB97M-V/def2-TZVPD.

Element x y z (Å)
C -0.147 -2.077 0.902
N 1.145 -2.073 0.253
C 1.802 -0.943 -0.102
C 3.228 -1.135 -0.557
O 1.302 0.164 0.029
H -0.083 -2.450 1.924
H -0.697 -1.150 0.826
H -0.818 -2.774 0.382
H 1.584 -2.979 0.186
H 3.336 -0.967 -1.635
H 3.841 -0.369 -0.094
H 3.603 -2.131 -0.332
C -1.424 1.728 1.801
N -1.203 1.988 0.398
C -1.576 1.086 -0.542
C -1.055 1.395 -1.926
O -2.200 0.075 -0.277
H -2.297 1.102 1.955
H -0.569 1.246 2.281
H -1.630 2.656 2.337
H -0.675 2.811 0.177
H -1.686 0.909 -2.666
H -1.016 2.461 -2.133
H -0.044 1.000 -1.979

**DFT total energy**: -497.04005 hartree
**Energy relative to the best compared isomer or geometry (same formula, charge and spin)**: 0.476 eV
**HOMO**: -9.24 eV

Partial atomic charges computed with the Löwdin method, in multiples of e: number 1, C, carries -0.07; number 2, N, carries 0.01; number 3, C, carries -0.54; number 4, C, carries 0.00; number 5, O, carries 0.03; number 6, H, carries 0.08; number 7, H, carries 0.05; number 8, H, carries 0.09; number 9, H, carries 0.13; number 10, H, carries 0.09; number 11, H, carries 0.08; number 12, H, carries 0.07; number 13, C, carries -0.08; number 14, N, carries 0.01; number 15, C, carries -0.57; number 16, C, carries 0.00; number 17, O, carries 0.02; number 18, H, carries 0.08; number 19, H, carries 0.08; number 20, H, carries 0.08; number 21, H, carries 0.13; number 22, H, carries 0.08; number 23, H, carries 0.07; number 24, H, carries 0.07

***

Here is a cluster of 4 separate species, C11H22F7N2O4S in total from the Open Molecules 2025 dataset. Energies are from ωB97M-V/def2-TZVPD.

Element x y z (Å)
F 0.776 -0.143 -1.066
C -0.687 -0.336 -1.385
F -1.430 0.514 -0.412
C -1.023 -1.902 -0.999
F 0.300 -2.627 -1.086
F -1.475 -2.054 0.398
N -1.913 -2.608 -2.035
C -3.179 -1.838 -2.369
O -3.797 -1.135 -1.231
C -5.257 -1.024 -1.380
F -6.014 -2.256 -1.051
F -5.715 -0.581 -2.723
F -5.706 0.027 -0.398
N -2.078 -3.959 -1.809
C -3.174 -4.271 -1.059
S -4.256 -4.697 0.228
H -0.877 -0.055 -2.505
H -1.331 -2.551 -2.928
H -2.825 -0.973 -3.116
H -3.959 -2.467 -3.019
C 0.091 3.798 1.304
C -0.996 4.491 0.508
O -0.929 4.092 -0.853
H 1.079 4.041 0.899
H 0.056 4.099 2.355
H -0.019 2.711 1.244
H -0.869 5.577 0.552
H -1.987 4.243 0.899
H -1.051 3.128 -0.882
C 5.125 5.194 1.936
C 3.812 5.935 2.082
O 2.794 5.040 2.506
H 5.028 4.379 1.211
H 5.919 5.869 1.605
H 5.421 4.740 2.887
H 3.509 6.368 1.124
H 3.897 6.743 2.815
H 3.069 4.667 3.361
C 1.897 -5.990 1.238
C 2.760 -5.388 0.148
O 2.008 -5.260 -1.050
H 1.522 -6.972 0.934
H 2.463 -6.100 2.167
H 1.022 -5.361 1.431
H 3.621 -6.031 -0.056
H 3.128 -4.400 0.440
H 1.251 -4.681 -0.860

**DFT total energy**: -1939.43325 hartree
**Total charge**: +1
**HOMO**: -11.74 eV

Partial atomic charges computed with the Löwdin method, in multiples of e: number 1, F, carries 0.00; number 2, C, carries -0.03; number 3, F, carries 0.01; number 4, C, carries -0.14; number 5, F, carries 0.04; number 6, F, carries 0.09; number 7, N, carries -0.07; number 8, C, carries -0.08; number 9, O, carries 0.00; number 10, C, carries -0.24; number 11, F, carries 0.03; number 12, F, carries 0.07; number 13, F, carries 0.07; number 14, N, carries 0.06; number 15, C, carries -0.43; number 16, S, carries 0.84; number 17, H, carries 0.19; number 18, H, carries 0.23; number 19, H, carries 0.18; number 20, H, carries 0.21; number 21, C, carries -0.10; number 22, C, carries -0.32; number 23, O, carries -0.09; number 24, H, carries 0.07; number 25, H, carries 0.08; number 26, H, carries 0.06; number 27, H, carries 0.12; number 28, H, carries 0.11; number 29, H, carries 0.06; number 30, C, carries -0.10; number 31, C, carries -0.32; number 32, O, carries -0.10; number 33, H, carries 0.08; number 34, H, carries 0.08; number 35, H, carries 0.07; number 36, H, carries 0.11; number 37, H, carries 0.11; number 38, H, carries 0.09; number 39, C, carries -0.09; number 40, C, carries -0.32; number 41, O, carries -0.10; number 42, H, carries 0.08; number 43, H, carries 0.08; number 44, H, carries 0.06; number 45, H, carries 0.12; number 46, H, carries 0.11; number 47, H, carries 0.04

***

Short version: max |F| = 0.741 1.360 7.344 eV/Å, in the order given.
Short version: frontier orbital gap = 8.08 10.10 5.57 eV, in the order given.